# CH2ClOP

A molecular structure, CH2ClOP (ωB97M-V/def2-TZVPD, OMol25).

```
6
Properties=species:S:1:pos:R:3:forces:R:3
C 0.7863 -0.0388 0.0616 -2.4416 0.9203 1.4704
O -1.9789 0.9003 -0.7287 -0.7610 0.4547 -0.8087
P -1.3754 0.5459 0.5363 2.9754 -0.6088 -0.0922
Cl -0.1197 -1.5713 0.0331 0.2031 -0.7280 -0.0927
H 1.3940 -0.0109 0.9572 0.1554 -0.0892 -0.0974
H 1.2937 0.1747 -0.8596 -0.1314 0.0510 -0.3794
```
Positions in Å, forces in eV/Å.

Properties
* gap between HOMO and LUMO: 8.78 eV
* calculated total energy: -24926.723 eV
* HOMO level: -9.01 eV
* ΔE to the lowest compared entry with this formula, charge and spin: 82.63 kJ/mol
* LUMO: -0.24 eV
* maximum force: 0.05909 hartree/bohr
* spin multiplicity: 1


# C38H50BrN6O4SSeSi3Y

A molecular structure, C38H50BrN6O4SSeSi3Y (ωB97M-V/def2-TZVPD, OMol25).

```
105
Properties=species:S:1:pos:R:3:forces:R:3
Y -0.1294 0.0968 0.2447 1.0947 -0.4416 -0.6916
C 2.9690 -1.2823 1.6821 -0.1244 0.1894 0.0056
O 1.5586 -1.0439 1.6640 -0.2729 0.1629 -0.4297
Si 0.4756 -1.5849 2.9145 -0.1802 0.1404 -0.3617
C 1.0217 -0.7069 4.4717 0.0503 0.1307 0.2005
C 0.8837 -3.3643 3.2312 0.0988 -0.2264 -0.0285
C -1.0934 -1.1182 2.0592 -0.6245 0.1026 0.1837
Si -2.3385 -0.0549 3.0227 0.0606 -0.1765 -0.0873
C -1.9151 1.7889 3.1216 0.1412 0.1239 -0.0008
C -2.6279 -0.6241 4.7760 -0.0874 -0.0015 0.1596
C -3.9991 0.0422 2.1682 -0.2027 -0.0019 -0.0623
Si -1.9812 -2.7047 1.4594 0.1494 0.1538 0.1933
C -2.4408 -3.8141 2.8864 -0.0256 -0.1594 0.0776
C -3.5920 -2.5322 0.5162 -0.1345 0.0680 -0.0817
C -0.8472 -3.6088 0.2368 0.0820 -0.2003 -0.0298
H 3.1808 -2.3511 1.7047 -0.0269 -0.0007 -0.0036
H 3.4285 -0.8055 2.5500 -0.0076 -0.0081 0.0048
H 3.4087 -0.8525 0.7811 -0.0047 0.0323 0.0175
H 1.3963 -1.4538 5.1755 -0.0393 0.0544 0.0237
H 0.2271 -0.1569 4.9801 0.0892 0.0135 -0.0330
H 1.8417 -0.0097 4.2804 0.0154 -0.1034 0.0656
H 1.9692 -3.4625 3.3458 -0.0684 -0.0115 0.0401
H 0.5588 -4.0604 2.4609 0.0752 -0.0005 0.0765
H 0.4412 -3.6766 4.1817 0.0439 0.0183 -0.0687
H -1.2766 2.0508 3.9699 -0.0641 0.0173 -0.0981
H -2.8660 2.3106 3.2674 0.0781 -0.0267 0.0270
H -1.4624 2.2149 2.2158 -0.0854 0.0074 0.0974
H -1.7089 -0.7118 5.3581 -0.0865 -0.0108 0.0139
H -3.1274 -1.5953 4.8063 0.0282 0.0781 0.0140
H -3.2775 0.0931 5.2911 0.0580 -0.0735 -0.0345
H -3.9103 0.3193 1.1105 -0.0531 0.0072 0.0874
H -4.5750 0.8295 2.6660 0.0242 -0.0687 -0.0386
H -4.5895 -0.8718 2.2241 0.0221 0.0808 -0.0168
H -3.1678 -3.2898 3.5134 0.0169 -0.0909 -0.0307
H -1.6087 -4.1183 3.5210 -0.0915 0.0009 -0.0286
H -2.9344 -4.7192 2.5150 0.0537 0.0653 0.0196
H -4.4314 -2.6973 1.1974 0.0438 0.0134 -0.1303
H -3.6357 -3.3329 -0.2330 -0.0074 0.1021 0.1938
H -3.7781 -1.5844 0.0093 -0.0052 -0.1508 0.0807
H -0.3305 -4.4563 0.6955 -0.0436 0.0500 -0.0886
H -0.0792 -2.9418 -0.1578 -0.0071 -0.0572 0.0050
H -1.4307 -4.0108 -0.6016 0.0710 0.0441 0.0645
C -1.9426 3.0680 -0.6254 -0.0122 -0.0464 -0.0150
O -1.9339 1.6470 -0.8620 0.5790 -0.1196 0.4396
C -3.0323 1.1141 -1.5116 -0.0566 0.3474 0.0672
C -4.2008 1.8037 -1.7561 -0.0618 0.0943 0.0342
C -5.2544 1.1323 -2.3681 -0.0302 0.0556 0.0100
Br -6.8582 2.0589 -2.6736 -0.0553 0.0344 -0.0291
C -5.1466 -0.1943 -2.7271 -0.0013 -0.1040 -0.0233
C -3.9562 -0.8749 -2.4837 -0.2044 -0.2645 -0.1875
C -2.9085 -0.2061 -1.8831 0.1531 -0.2511 0.0087
O -1.7210 -0.8345 -1.5467 0.4111 0.3337 0.5430
C -3.8587 -2.3231 -2.7373 -0.0902 0.0855 -0.0474
N -4.7890 -3.1769 -2.4727 0.0365 -0.1639 -0.1826
C -4.2299 -4.4285 -2.7549 -0.2342 0.0474 0.0607
C -4.7979 -5.6962 -2.6416 -0.0542 -0.0258 0.0177
C -4.0199 -6.7806 -2.9981 0.0041 0.0311 0.0030
C -2.7039 -6.6174 -3.4617 -0.0411 -0.0124 0.0154
C -2.1257 -5.3662 -3.5691 0.0026 0.0160 0.0230
C -2.9170 -4.2855 -3.1966 0.1011 0.0817 -0.0191
N -2.6608 -2.9134 -3.1336 0.2230 -0.0435 -0.0018
H -2.6769 3.3213 0.1361 -0.0595 0.0045 0.0347
H -2.1544 3.5975 -1.5519 0.0073 0.0041 -0.0413
H -0.9465 3.3290 -0.2785 0.0105 -0.0160 0.0233
H -4.3253 2.8363 -1.4638 0.0081 -0.0277 -0.0164
H -5.9730 -0.7267 -3.1780 0.0116 0.0248 0.0257
H -1.8393 -1.7971 -1.6526 0.1030 -0.1176 -0.0336
H -5.8169 -5.8123 -2.2931 0.0631 -0.0038 -0.0254
H -4.4319 -7.7791 -2.9289 0.0185 0.0373 -0.0045
H -2.1319 -7.4919 -3.7448 -0.0264 0.0261 0.0066
H -1.1150 -5.2458 -3.9408 -0.0266 0.0052 0.0028
H -1.9908 -2.4497 -3.7283 -0.0661 0.0200 -0.0834
Se 4.0269 7.2178 -0.2617 0.2935 0.4350 -0.0021
N 3.5801 6.0052 -1.4713 -0.0728 0.0271 0.1229
C 2.9865 5.0430 -0.8175 -0.1497 -0.3468 0.0251
C 2.4529 3.8439 -1.4600 0.1240 0.2427 -0.0070
C 2.5778 3.6106 -2.8301 0.0468 0.1181 -0.0414
C 2.0543 2.4548 -3.3633 0.0005 0.0128 -0.0564
C 1.4096 1.5657 -2.5123 -0.1091 0.0205 0.0089
N 1.2796 1.7779 -1.2055 -0.2713 -0.3760 0.0034
C 1.8015 2.8965 -0.6771 -0.0575 -0.1094 0.1204
C 1.6946 3.0536 0.7809 -0.0308 -0.1797 -0.0821
N 1.0958 2.0556 1.4692 -0.2293 -0.1916 -0.3327
C 1.0832 2.1314 2.7939 0.0472 -0.0205 -0.0700
C 1.6205 3.1945 3.5080 0.0236 0.0190 0.1058
C 2.1907 4.2303 2.8105 0.0554 0.1605 0.0139
C 2.2400 4.1620 1.4162 0.1777 0.2181 -0.0764
C 2.8755 5.2035 0.6051 -0.1725 -0.3410 0.0370
N 3.3771 6.2999 1.1066 -0.0302 0.0041 -0.1147
H 3.0863 4.3462 -3.4429 -0.0293 -0.0502 0.0229
H 2.1306 2.2359 -4.4198 0.0001 0.0112 0.0314
H 0.9794 0.6464 -2.8917 0.0056 0.0210 0.0190
H 0.6190 1.3109 3.3122 -0.0246 0.0340 -0.0210
H 1.5736 3.1952 4.5890 0.0083 -0.0012 -0.0397
H 2.6147 5.0947 3.3072 -0.0141 -0.0400 0.0068
C 3.4641 -1.8320 -2.3762 0.1102 0.0477 -0.1199
S 2.1081 -2.4274 -1.4007 -0.0170 0.0403 0.4403
C 1.4234 -3.5710 -2.5682 -0.0682 -0.0935 -0.1691
O 1.1214 -1.2612 -1.3630 -0.4045 0.4335 0.3580
H 4.1742 -2.6524 -2.4974 -0.0123 0.0776 -0.0190
H 3.9341 -1.0165 -1.8275 -0.0026 -0.0305 -0.0374
H 3.0910 -1.4894 -3.3418 0.0700 0.0105 0.0247
H 2.1850 -4.3222 -2.7876 -0.0793 0.0173 -0.0069
H 1.1473 -3.0184 -3.4679 0.0010 -0.0863 0.0024
H 0.5576 -4.0434 -2.1041 0.0450 0.0168 -0.0590
```
Positions in Å, forces in eV/Å.

Properties
* total charge: +2
* gap between HOMO and LUMO: 7.15 eV
* calculated total energy: -228243.290 eV
* HOMO level: -12.79 eV
* ΔE to the lowest compared entry with this formula, charge and spin: 98.42 kJ/mol
* LUMO: -5.64 eV
* maximum force: 0.02660 hartree/bohr
* spin multiplicity: 1


# C11H35ClN13O10P

7 unconnected molecules or ions with the total composition C11H35ClN13O10P (ωB97M-V/def2-TZVPD, OMol25).

```
71
Properties=species:S:1:pos:R:3:forces:R:3
C -4.6639 0.7838 -0.1088 0.0296 0.1362 -0.3102
N -5.4597 0.0106 0.8137 0.0646 0.3156 0.3110
C -5.2587 -1.4312 0.7157 0.1467 -0.1076 0.2686
P -3.4935 -2.0222 1.0809 0.1117 -0.2080 -0.3269
O -4.0151 -2.6902 2.6842 -0.1460 0.2462 0.3805
C -2.9825 -2.8849 3.5346 -0.2413 -0.3574 -0.7676
Cl -3.3037 -2.0653 5.1667 -0.0209 0.0306 0.3610
C -1.7100 -2.3316 2.9231 0.7827 -0.5835 -0.6221
C -0.3962 -3.0299 3.3157 1.0935 -0.6116 0.5755
O -0.2673 -4.2697 3.2233 -0.7284 0.1537 -0.1715
O 0.5320 -2.2468 3.6704 0.0762 0.5285 -0.2758
O -1.8781 -2.5763 1.5419 -0.5408 0.5136 -0.1065
H -4.8512 0.5445 -1.1673 -0.0345 -0.0962 -0.1001
H -4.8479 1.8517 0.0197 -0.1033 0.0977 0.0834
H -3.6064 0.6174 0.0655 0.1038 -0.0828 0.0753
H -6.4385 0.2362 0.7095 -0.1825 -0.1097 -0.0498
H -5.8859 -1.8920 1.4743 -0.1171 -0.0938 0.0066
H -5.5593 -1.8426 -0.2609 0.0907 0.0599 -0.1997
H -3.8605 -3.3127 0.5434 0.1596 -0.0053 0.0409
H -2.9839 -1.6156 -0.2177 -0.0469 0.1586 0.0771
H -3.1872 -0.7566 1.7211 -0.0086 0.0479 -0.0401
H -2.8518 -3.9476 3.7391 0.0241 0.0214 0.5386
H -1.5297 -1.2784 3.1363 -0.4141 0.2186 0.0852
C -7.8225 -0.3017 3.4176 0.4006 0.0184 0.1872
O -8.1578 -0.6245 2.2908 -0.3417 0.0348 -0.0441
N -6.7069 0.4280 3.6793 -0.3405 0.3158 -0.2349
N -8.5652 -0.6651 4.5240 -0.1151 0.1808 -0.0664
H -6.4304 0.6923 4.6039 0.1073 -0.1822 0.0497
H -6.1195 0.6689 2.8876 0.2287 -0.3828 -0.0480
H -9.3803 -1.2218 4.3623 0.0142 -0.0782 -0.0299
H -8.3003 -0.4392 5.4620 0.1095 -0.0755 0.0122
C 1.2058 -0.0843 0.1670 0.1055 -0.0829 0.2370
O 0.7957 0.5651 -0.8033 0.0769 -0.0297 0.0200
N 0.4019 -0.6659 1.0820 -0.0498 0.2099 -0.2633
N 2.5491 -0.2680 0.3769 0.0510 0.0323 -0.2566
H 0.7205 -1.2241 1.8729 -0.0954 0.0509 0.1633
H -0.5933 -0.5664 0.9628 -0.0391 -0.2061 -0.0217
H 3.1886 0.1422 -0.2886 -0.1451 0.0083 0.2545
H 2.8942 -0.7889 1.1611 -0.0810 -0.0542 0.0219
C 4.7847 2.2754 -1.7764 -0.2753 0.2067 -0.2473
O 4.4583 1.2815 -1.1309 0.5051 -0.1950 -0.0620
N 6.0457 2.7836 -1.7177 -0.0748 0.2713 0.4459
N 3.9132 2.9027 -2.5976 0.0005 -0.0115 0.0214
H 6.3591 3.5380 -2.2959 -0.0222 -0.0946 -0.1942
H 6.6949 2.3160 -1.1164 0.0342 -0.0658 -0.0293
H 2.9827 2.5256 -2.6457 -0.0163 -0.0592 0.0693
H 4.1453 3.7251 -3.1262 -0.0518 0.0683 0.0557
C 3.9896 6.2146 -1.6529 -0.0755 -0.2270 0.2450
O 3.8659 5.8957 -2.8248 0.1677 0.1563 -0.1753
N 5.0346 6.9889 -1.2147 -0.0802 0.0233 -0.0414
N 3.1113 5.8102 -0.6949 -0.0077 0.1953 -0.1232
H 5.1639 7.2501 -0.2569 -0.0132 -0.0344 0.0314
H 5.6976 7.2926 -1.9006 0.0083 0.0025 -0.0393
H 2.3612 5.2087 -0.9830 0.0267 -0.1039 0.0194
H 3.2043 6.0376 0.2758 0.0423 -0.0523 0.0317
C 5.9847 0.4917 -4.6360 -0.2696 -0.1553 0.2359
O 6.2722 1.6722 -4.5068 0.1312 -0.0614 -0.2346
N 6.2560 -0.1961 -5.7970 0.0627 0.0169 0.0328
N 5.3717 -0.2354 -3.6598 0.2306 0.1747 -0.1432
H 6.0246 -1.1606 -5.9324 -0.0368 -0.0159 0.0255
H 6.6982 0.3120 -6.5370 0.0029 0.0393 -0.0174
H 5.1242 0.2262 -2.7957 -0.0925 -0.1008 0.0682
H 5.1230 -1.1996 -3.7694 -0.0386 -0.0177 -0.0327
C 1.3915 -4.4474 -1.2791 -0.0627 0.1990 0.0485
O 1.7065 -5.6295 -1.1962 0.0330 0.0250 -0.0805
N 1.6355 -3.7320 -2.4400 0.0748 0.0464 -0.0352
N 0.7988 -3.7305 -0.3041 0.1617 -0.2688 0.1065
H 1.3882 -2.7661 -2.5463 -0.0442 0.0197 0.0432
H 2.0661 -4.2217 -3.1974 -0.0137 -0.0624 -0.0151
H 0.5872 -4.1716 0.5804 -0.1367 0.0611 0.0342
H 0.5786 -2.7550 -0.4069 -0.1546 -0.0119 0.1422
```
Positions in Å, forces in eV/Å.

Properties
* total charge: -2
* gap between HOMO and LUMO: 5.03 eV
* calculated total energy: -73639.426 eV
* HOMO level: -1.93 eV
* LUMO: 3.10 eV
* maximum force: 0.02681 hartree/bohr
* spin multiplicity: 1